# C6H33NO9

10 unconnected molecules or ions with the total composition C6H33NO9 (ωB97M-V with the def2-TZVPD basis set, the Open Molecules 2025 dataset).

Geometry as ORCA input:
```
! RIJCOSX wB97M-V def2-TZVPD def2/J DEFGRID3
* xyz 0 1
C 2.393 -1.334 2.515
C 1.177 -2.242 2.396
C 0.837 -2.665 0.953
N -0.350 -2.005 0.408
C -0.061 -0.610 0.079
C -0.857 -2.710 -0.776
C -2.264 -2.275 -1.157
H 2.245 -0.362 2.034
H 3.261 -1.787 2.048
H 2.643 -1.120 3.545
H 0.320 -1.738 2.827
H 1.328 -3.146 2.987
H 0.640 -3.729 0.935
H 1.704 -2.528 0.316
H 0.275 -0.077 0.969
H 0.682 -0.515 -0.720
H -0.973 -0.149 -0.293
H -0.192 -2.573 -1.628
H -0.858 -3.771 -0.539
H -2.936 -2.375 -0.302
H -2.644 -2.903 -1.966
H -2.318 -1.240 -1.508
O -1.999 1.686 -2.322
H -1.614 2.059 -1.497
H -2.081 2.426 -2.935
O 3.283 1.123 -0.889
H 2.874 0.639 -0.160
H 3.337 0.472 -1.609
O -2.314 1.264 2.114
H -2.222 0.284 2.222
H -3.256 1.411 1.999
O -0.887 2.591 0.091
H -0.739 3.399 0.612
H -1.280 1.990 0.758
O 0.593 0.836 -3.620
H -0.319 0.773 -3.302
H 0.914 1.635 -3.123
O 2.652 -0.684 -2.797
H 1.887 -0.168 -3.165
H 2.684 -1.534 -3.228
O -0.834 3.576 2.928
H -1.319 2.718 2.878
H -1.322 4.143 3.539
O -2.335 -1.404 2.313
H -2.050 -1.810 3.139
H -1.759 -1.738 1.573
O 1.270 2.730 -1.741
H 2.085 2.320 -1.422
H 0.614 2.654 -1.030
*
```

Values from the calculation:
SMILES: CCCN(C)CC.O.O.O.O.O.O.O.O.O
Frontier orbital gap, Eh: 0.361
Energy above the lowest of the compared OMol25 structures with the same formula, charge and spin, kcal/mol: 4.3
HOMO, Eh: -0.3486